Below is a molecular structure, C27H33N5PPdS2 in a non-equilibrium geometry, with properties calculated with wB97M-V/def2-TZVPD.

Results
frontier orbital gap (spin up / spin down)	3.6 / 3.2	eV
largest force on an atom	0.0798	hartree/bohr
LUMO (spin up / spin down)	-11.996 / -12.310	eV
HOMO energy (spin up / spin down)	-0.57481 / -0.56852	hartree

Structure (ORCA input):
```
! RIJCOSX wB97M-V def2-TZVPD def2/J DEFGRID3
* xyz 3 1
Pd -0.59 -1.30 -0.67
C 1.29 -2.38 3.22
C 0.93 -2.03 1.82
N -0.20 -1.61 1.40
C -1.43 -1.55 2.19
C -2.32 -2.63 1.59
N -2.38 -2.47 0.12
C -3.53 -1.64 -0.32
C -3.35 -1.30 -1.78
N -2.07 -0.55 -1.94
C -1.60 -0.53 -3.36
C -0.92 -1.85 -3.71
N 0.05 -2.09 -2.65
C 1.25 -2.49 -2.83
C 1.84 -2.89 -4.14
C 2.06 -2.55 -1.58
C 3.40 -2.91 -1.49
C 4.00 -2.94 -0.23
C 3.25 -2.64 0.90
C 1.92 -2.28 0.73
N 1.38 -2.23 -0.48
H 0.53 -2.10 3.94
H 2.22 -1.88 3.48
H 1.47 -3.46 3.30
H -1.86 -0.55 2.08
H -1.27 -1.73 3.25
H -3.33 -2.59 2.02
H -1.91 -3.62 1.81
H -2.42 -3.38 -0.32
H -3.53 -0.73 0.28
H -4.48 -2.15 -0.14
H -4.17 -0.69 -2.16
H -3.30 -2.20 -2.38
H -2.19 0.42 -1.65
H -0.89 0.29 -3.45
H -2.44 -0.32 -4.02
H -0.49 -1.78 -4.70
H -1.63 -2.68 -3.72
H 1.10 -3.31 -4.81
H 2.63 -3.63 -4.01
H 2.29 -2.01 -4.63
H 3.97 -3.16 -2.37
H 5.04 -3.21 -0.13
H 3.70 -2.70 1.89
S 1.88 1.05 2.20
P 0.72 2.07 0.87
S 0.14 0.97 -0.80
C -0.64 2.56 1.91
C -0.38 3.58 2.83
C -1.38 3.98 3.70
C -2.63 3.37 3.65
C -2.89 2.36 2.72
C -1.89 1.95 1.86
C 1.56 3.47 0.19
C 0.81 4.39 -0.56
C 1.43 5.50 -1.08
C 2.79 5.70 -0.87
C 3.54 4.79 -0.13
C 2.93 3.67 0.40
H 0.59 4.06 2.86
H -1.19 4.77 4.42
H -3.41 3.70 4.32
H -3.87 1.92 2.68
H -2.09 1.18 1.12
H -0.26 4.24 -0.70
H 0.86 6.22 -1.65
H 3.27 6.58 -1.28
H 4.59 4.97 0.04
H 3.50 2.97 0.99
*
```

=====

Below is a molecular structure, C27H33O2Tl in a non-equilibrium geometry, with properties calculated with wB97M-V/def2-TZVPD.

Results
frontier orbital gap (spin up / spin down)	5.4 / 5.8	eV
energy above the lowest of the compared OMol25 structures with the same formula, charge and spin	42.5	kcal/mol
largest force on an atom	0.0660	hartree/bohr
LUMO (spin up / spin down)	-1.631 / -1.188	eV
HOMO energy (spin up / spin down)	-0.25744 / -0.25766	hartree

Structure (ORCA input):
```
! RIJCOSX wB97M-V def2-TZVPD def2/J DEFGRID3
* xyz 0 1
O 1.10 0.17 -3.78
C 1.28 1.51 -4.26
C 1.10 1.15 -5.75
H 2.28 1.84 -3.97
H 0.52 2.18 -3.86
C 1.09 -0.28 -5.25
H 1.95 1.43 -6.37
H 0.17 1.52 -6.22
C 2.37 -1.06 -5.50
H 3.20 -0.34 -5.50
H 2.33 -1.55 -6.49
H 2.52 -1.83 -4.73
C -0.14 -1.12 -5.59
H -1.08 -0.58 -5.47
H -0.17 -2.09 -5.06
H -0.13 -1.38 -6.66
Tl 1.41 0.37 -1.04
C -2.20 -0.64 3.42
C -1.43 0.46 3.01
C -2.05 1.12 1.91
H -0.45 0.73 3.40
C -3.34 0.51 1.71
C -3.41 -0.64 2.60
H -4.22 -1.38 2.55
H -1.96 -1.33 4.24
H -1.60 1.93 1.30
H -4.14 0.79 1.02
C 1.49 -2.07 3.09
C 0.40 -2.48 2.27
C 0.80 -2.41 0.91
H -0.59 -2.80 2.60
C 2.18 -2.03 0.89
C 2.61 -1.84 2.24
H 3.60 -1.53 2.54
H 1.46 -1.96 4.17
H 0.18 -2.60 0.03
H 2.81 -1.90 0.01
O -3.72 0.26 -1.70
C -3.00 -0.88 -2.25
C -1.75 -0.37 -2.93
H -3.69 -1.53 -2.82
H -2.76 -1.47 -1.34
C -1.58 1.09 -2.41
H -1.88 -0.29 -4.03
H -0.92 -1.01 -2.69
C -2.68 1.17 -1.37
H -1.57 1.86 -3.16
H -0.62 1.16 -1.91
H -3.15 2.14 -1.12
H -2.19 0.73 -0.40
C 1.54 1.38 1.70
C 1.84 1.47 2.92
C 1.82 1.46 4.33
C 0.81 2.25 4.93
C 0.42 2.03 6.23
C 1.11 1.06 6.98
C 2.27 0.45 6.48
C 2.65 0.67 5.16
H 0.31 3.03 4.36
H -0.39 2.62 6.68
H 0.74 0.80 7.98
H 2.87 -0.21 7.15
H 3.60 0.26 4.81
*
```

=====

Taking the records one at a time from the top gives calculated total energy values of -70397.370, -37312.428 eV.